# 1
C8H8 | wB97M-V/def2-TZVPD

As for the energy above the lowest of the compared OMol25 structures with the same formula, charge and spin: 121.8 kcal/mol. As for the highest occupied orbital energy: -0.2208 Ha. The calculation puts the LUMO energy at -1.587 eV. As for the net charge: 0.

Atoms and positions in Å:
C 1.3640 1.1532 -0.0985
C 2.1542 0.0025 -0.0106
C 1.3676 -1.1489 0.1091
C -1.3532 -1.1535 0.1118
C -2.1552 0.0002 0.0026
C -1.3707 1.1489 -0.1155
C -0.0035 0.6941 0.2903
C -0.0027 -0.6927 -0.2756
H 1.7388 2.1807 -0.1030
H 3.2431 -0.0070 -0.0212
H 1.7558 -2.1682 0.0936
H -1.7350 -2.1763 0.0534
H -3.2496 -0.0256 -0.0111
H -1.7438 2.1646 -0.1049
H -0.0068 0.5148 1.3970
H -0.0055 -0.5059 -1.3853

Löwdin population analysis, charges in e, atoms 1 to 5: -0.0276, -0.1319, -0.0238, -0.0373, -0.1299

***

# 2
C8H8 | wB97M-V/def2-TZVPD

As for the energy above the lowest of the compared OMol25 structures with the same formula, charge and spin: 70.5 kcal/mol. As for the highest occupied orbital energy: -0.2960 Ha. The calculation puts the LUMO energy at 0.277 eV. Its structure (SMILES) is C=c1ccc(=C)cc1. As for the net charge: 0.

Atoms and positions in Å:
C 2.7651 -0.0619 -0.1034
C 1.4516 0.1011 0.0125
C 0.6252 -1.1486 0.0477
C -0.7103 -1.3107 0.0777
C -1.4280 0.0145 -0.0585
C -2.7690 -0.0337 -0.0674
C -0.7059 1.3060 0.1157
C 0.5743 1.4212 -0.1177
H 2.9731 -1.0667 -0.1171
H 3.4908 0.8405 0.2285
H 1.3419 -2.1193 -0.0864
H -0.9197 -2.3596 0.1094
H -3.3852 0.9269 -0.0643
H -3.1621 -1.0218 -0.2263
H -1.2465 2.1797 0.1699
H 1.1048 2.3326 0.0798

Löwdin population analysis, charges in e, atoms 1 to 5: 0.0285, -0.2774, -0.0885, -0.0440, -0.2903

***

# 3
C8H8 | wB97M-V/def2-TZVPD

As for the energy above the lowest of the compared OMol25 structures with the same formula, charge and spin: 156.3 kcal/mol. As for the highest occupied orbital energy: -0.2736 Ha. The calculation puts the LUMO energy at 0.631 eV. As for the net charge: 0.

Atoms and positions in Å:
C -0.6671 1.4115 0.2426
C 0.3735 0.5860 0.5414
C 0.4202 -0.7699 0.5693
C -0.7219 -1.3802 0.1352
C -1.8215 -0.6364 -0.3400
C -1.8260 0.7302 -0.2714
C 2.1910 -0.5440 -0.4038
C 2.1264 0.6252 -0.4918
H -0.6552 2.5482 0.3921
H 1.2640 1.0693 0.8100
H 1.2001 -1.2105 1.3365
H -0.8423 -2.5329 -0.0013
H -2.7867 -1.2691 -0.6877
H -2.7214 1.2468 -0.6438
H 2.0510 -1.6099 -0.5147
H 2.0419 1.6233 -0.5794

Löwdin population analysis, charges in e, atoms 1 to 5: -0.0492, -0.2592, -0.2317, -0.1031, -0.1341

***

# 4
C8H8AsCsF6N6O6 | wB97M-V/def2-TZVPD

As for the energy above the lowest of the compared OMol25 structures with the same formula, charge and spin: 86.7 kcal/mol. As for the highest occupied orbital energy (spin up / spin down): -0.2226 / -0.2163 Ha. The calculation puts the LUMO energy (spin up / spin down) at 1.284 / -1.401 eV. As for the net charge: -1. Its spin multiplicity is 2.

Atoms and positions in Å:
Cs 0.9728 1.0888 -0.8600
N -2.3095 -0.4738 1.6492
N -3.1164 0.6419 1.8270
C -2.9217 1.7422 1.0611
N -3.6760 2.8196 1.3296
N -2.0306 1.6102 0.1019
N -1.6579 2.7040 -0.6273
O -1.9995 3.8641 -0.3327
O -0.9207 2.4438 -1.5656
H -2.6718 -1.1167 0.9595
H -2.1052 -0.9152 2.5295
H -3.9683 0.5788 2.3553
H -4.1940 2.8719 2.1855
H -3.4102 3.6555 0.8293
O 1.9164 -7.4938 -0.0085
C 0.7824 -7.2500 0.4255
O -0.0597 -7.9147 1.0539
C 0.4027 -5.6973 0.3787
C -0.7766 -5.2414 0.9439
C -1.0532 -3.8825 0.9147
N -0.2221 -3.0104 0.3364
C 0.8553 -3.4575 -0.1923
C 1.2623 -4.7900 -0.2122
C 1.8726 -2.3415 -0.9106
O 3.0035 -2.7761 -1.0231
O 1.3012 -1.2730 -1.1665
H -1.4508 -5.9462 1.4133
H -1.9576 -3.4848 1.3682
H 2.1999 -5.0895 -0.6578
F 1.4094 3.3890 -0.0546
As 2.5783 3.9711 -1.2525
F 2.0062 2.7588 -2.3914
F 1.4058 5.0645 -1.8443
F 3.7276 4.4969 -2.4046
F 3.1267 5.1105 -0.0986
F 3.6947 2.7967 -0.6409

Löwdin population analysis, charges in e, atoms 1 to 5: 1.8104, 0.0494, -0.0347, -0.4026, 0.1867

***

# 5
C8H8Cl2LuN2O3Yb | wB97M-V/def2-TZVPD

As for the highest occupied orbital energy (spin up / spin down): -0.8271 / -0.8202 Ha. The calculation puts the LUMO energy (spin up / spin down) at -14.461 / -17.107 eV. As for the net charge: +4. Its spin multiplicity is 2.

Atoms and positions in Å:
Lu -1.3619 0.2535 -4.7675
Yb 1.4161 0.9057 -0.6613
Cl -1.7524 -1.7227 -3.4996
Cl -0.0506 1.5488 -2.6210
C 2.0352 3.0687 0.3490
C 0.4044 -0.9006 -5.6700
C 0.3607 1.6217 -5.7172
O 2.3070 4.1086 0.7633
O 1.3826 -1.4304 -5.9876
O 1.3021 2.2356 -5.9745
C 0.8807 -1.7611 4.0787
C 0.2745 -1.0500 2.9398
C -1.0550 -0.8475 2.5719
C -1.0421 -0.1089 1.3807
N 0.2430 0.1397 1.0202
N 1.0193 -0.4506 2.0047
C -2.1609 0.3658 0.5476
H 0.6404 -1.2555 5.0246
H 0.4876 -2.7853 4.1355
H 1.9724 -1.8185 3.9867
H -1.9300 -1.1926 3.0973
H 2.0355 -0.3859 2.0080
H -2.7654 -0.4846 0.1918
H -2.8228 1.0218 1.1360
H -1.8203 0.9241 -0.3370

Löwdin population analysis, charges in e, atoms 1 to 5: 1.3122, 1.1735, -0.0228, -0.0709, 0.0090

***

# 6
C8H8Cl3GeN3RuS2 | wB97M-V/def2-TZVPD

As for the energy above the lowest of the compared OMol25 structures with the same formula, charge and spin: 18.7 kcal/mol. As for the highest occupied orbital energy (spin up / spin down): -0.6983 / -0.7408 Ha. The calculation puts the LUMO energy (spin up / spin down) at -12.121 / -14.668 eV. As for the net charge: +3. Its spin multiplicity is 6.

Atoms and positions in Å:
Ru -0.3787 -0.5525 1.0026
C 4.3397 -2.9524 0.4556
S 2.8571 -3.8484 -0.1518
C 1.7237 -2.4639 -0.0532
S 0.9388 -2.1563 1.5300
N 1.4571 -1.7228 -1.0647
N 0.5487 -0.7555 -0.7822
C 0.0132 -0.0577 -1.7360
C -1.0314 0.9005 -1.4054
C -1.6139 1.5740 -2.4750
C -2.5947 2.4910 -2.1950
C -2.9343 2.6826 -0.8715
C -2.2988 1.9362 0.1449
N -1.3410 1.0783 -0.1159
H 5.1489 -3.6551 0.3654
H 4.1868 -2.6948 1.4769
H 4.3967 -2.1010 -0.2355
H 0.3673 -0.1598 -2.7579
H -1.2494 1.3933 -3.4683
H -3.0839 3.0512 -3.0029
H -3.7013 3.3702 -0.5553
H -2.5366 2.0988 1.1842
Cl -0.1725 0.0439 5.3865
Ge -0.0395 0.6326 3.3401
Cl -0.7743 2.6910 3.4430
Cl -2.2278 -0.8233 2.5411

Löwdin population analysis, charges in e, atoms 1 to 5: 0.8055, -0.1964, 1.2643, -0.8897, 0.6627

***

# 7
C8H8CrFO18 | wB97M-V/def2-TZVPD

As for the highest occupied orbital energy (spin up / spin down): 0.0528 / 0.0275 Ha. The calculation puts the LUMO energy (spin up / spin down) at 5.793 / 5.791 eV. As for the net charge: -3. Its spin multiplicity is 5.

Atoms and positions in Å:
Cr 19.8138 30.3009 -10.5116
O 15.6831 28.7841 -10.8582
C 17.0348 28.4197 -10.9826
O 17.8790 29.3480 -10.8067
O 17.3047 27.2689 -11.3330
H 15.8678 29.7421 -10.8837
O 18.5906 32.8858 -14.0914
C 19.5170 32.5000 -13.1810
O 20.6763 32.9604 -13.2775
O 19.1803 31.6333 -12.3141
H 17.9084 32.2350 -13.8132
O 21.7057 33.5208 -8.2679
C 21.8549 32.8548 -9.4579
O 22.6172 33.2280 -10.3517
O 21.0551 31.8463 -9.5843
H 20.9814 32.9134 -7.9849
O 20.9152 27.7193 -7.2416
C 20.5393 27.8637 -8.5663
O 20.3270 26.8641 -9.2566
O 20.3220 29.0587 -8.9229
H 20.8012 28.6443 -6.9690
O 22.2145 28.2912 -13.7399
C 21.1315 28.2088 -12.8760
O 20.9809 29.1341 -12.0065
O 20.6066 27.0836 -12.7851
H 22.4600 29.1885 -13.4072
C 16.6831 34.8876 -9.3261
C 18.1807 35.1835 -9.5416
O 18.8367 34.0175 -9.1313
C 17.9739 33.0017 -9.3436
O 18.2671 31.8593 -9.2761
O 16.7030 33.4642 -9.3983
F 18.5371 36.2053 -8.6847
H 16.0408 35.2142 -10.1423
H 16.3761 35.3043 -8.3665
H 18.4427 35.5255 -10.5432

Löwdin population analysis, charges in e, atoms 1 to 5: 0.9205, -0.0036, -0.7691, -0.0973, 0.0066

***

# 8
C8H8F3NO2 | wB97M-V/def2-TZVPD

As for the energy above the lowest of the compared OMol25 structures with the same formula, charge and spin: 10.6 kcal/mol. As for the highest occupied orbital energy: -0.3115 Ha. The calculation puts the LUMO energy at 0.699 eV. Its structure (SMILES) is COC(=O)C=C(F)F.Fc1ccc[nH]1. As for the net charge: 0.

Atoms and positions in Å:
C 2.2082 1.6714 0.6916
C 1.7800 0.4569 0.1727
C 1.8460 2.6440 -0.1785
C 1.0329 0.7440 -0.9149
C -0.3827 -2.6030 -0.6455
C -1.9901 -1.3227 0.3455
C 1.0065 -3.1501 -0.4285
C 1.8986 -3.6826 -1.2820
N 1.1519 2.0307 -1.1868
O -1.1945 -3.0234 -1.4024
O -0.7171 -1.7965 0.4485
F 3.1380 -4.0335 -0.9677
F 1.8367 -3.8963 -2.6126
F 0.5055 -0.0641 -1.8433
H 2.5358 1.7128 1.7385
H 2.0485 -0.4475 0.5558
H 1.9931 3.6433 -0.0834
H -2.9036 -1.9283 0.3655
H -2.0237 -0.6506 -0.6236
H -2.2037 -0.6751 1.1825
H 1.3313 -3.0764 0.5702
H 0.5965 2.4253 -1.9627

Löwdin population analysis, charges in e, atoms 1 to 5: -0.0970, -0.0448, -0.1121, -0.3607, -0.4591

***

# 9
C8H8F3NO2 | wB97M-V/def2-TZVPD

As for the energy above the lowest of the compared OMol25 structures with the same formula, charge and spin: 69.2 kcal/mol. As for the highest occupied orbital energy: -0.3505 Ha. The calculation puts the LUMO energy at -0.324 eV. Its structure (SMILES) is CC[C@@]1(F)C=C(F)C=C[C@]1(F)[N+](=O)[O-]. As for the net charge: 0.

Atoms and positions in Å:
C 0.3105 -2.0572 1.7592
C 0.1736 -2.4477 0.5158
C 1.2871 0.0046 0.8986
C 1.0226 -0.7973 1.9148
C 1.0386 -0.3441 -0.4859
C 0.9390 -1.8943 -0.6251
C -0.5639 1.7390 -0.5997
C -0.4093 0.2195 -0.8277
N 2.3603 -2.4624 -0.7796
O 3.0074 -2.6024 0.2057
O 2.6627 -2.6680 -1.9047
F 1.4243 -0.4693 3.2182
F 1.9727 0.0999 -1.3501
F 0.4135 -2.1485 -1.8076
H -0.0739 -2.6695 2.5017
H -0.5805 -3.3026 0.2045
H 1.7132 1.0280 1.1361
H 0.1902 2.0611 0.2248
H -1.5658 2.1749 -0.3109
H -0.3574 2.3279 -1.4721
H -0.5716 0.0350 -1.8992
H -1.2589 -0.3030 -0.2235

Löwdin population analysis, charges in e, atoms 1 to 5: 0.0185, 0.0034, 0.0278, -0.1997, -0.4156

***

# 10
C8H8N | wB97M-V/def2-TZVPD

As for the energy above the lowest of the compared OMol25 structures with the same formula, charge and spin: 25.0 kcal/mol. As for the highest occupied orbital energy (spin up / spin down): -0.4331 / -0.5342 Ha. The calculation puts the LUMO energy (spin up / spin down) at -4.760 / -6.769 eV. As for the net charge: +1. Its spin multiplicity is 3.

Atoms and positions in Å:
C 1.7199 1.4165 0.2735
C 2.5859 0.5616 -0.0126
C 0.1246 -1.5456 0.7516
C 0.3153 1.5626 0.1374
C 2.3923 -0.8711 -0.2061
C -1.1887 -0.6180 -0.1763
C 0.0342 0.0929 -0.1050
C -2.5393 -0.0119 0.2172
N 0.9711 -0.9334 -0.0484
H -0.3698 2.0497 0.9565
H 0.1301 2.1608 -0.8382
H 2.7291 -1.2373 -1.3032
H 2.9066 -1.5800 0.4776
H -1.1880 -1.3535 -0.9684
H -2.5691 0.1306 1.2701
H -3.2498 -0.6969 0.0062
H -2.8045 0.8731 -0.4319

Löwdin population analysis, charges in e, atoms 1 to 5: 0.0056, 0.0762, 0.3501, -0.0691, -0.1030

***

# 11
C8H8N2O2 | wB97M-V/def2-TZVPD

As for the energy above the lowest of the compared OMol25 structures with the same formula, charge and spin: 60.4 kcal/mol. As for the highest occupied orbital energy (spin up / spin down): -0.2717 / -0.2717 Ha. The calculation puts the LUMO energy (spin up / spin down) at 0.295 / 0.293 eV. As for the net charge: 0.

Atoms and positions in Å:
C 1.8015 0.2685 -2.1710
C 0.7682 1.2184 -2.0752
C 1.7745 -0.7277 -1.2300
C -0.2560 1.1027 -1.1720
C 0.7465 -0.8060 -0.3112
C -0.1937 0.1404 -0.1696
C 0.4776 2.9934 1.3250
C -2.4420 -0.8621 2.4264
N -1.5682 -0.8122 1.4517
N -1.1697 0.1492 0.7208
O 1.3257 2.3939 1.7956
O -0.4611 3.5499 0.9634
H 2.5787 0.4486 -2.8943
H 0.6056 1.8223 -2.9204
H 2.5440 -1.6244 -1.3036
H -1.0626 1.7967 -1.1751
H 1.0430 -1.5164 0.4326
H -3.2035 -0.0480 2.6567
H -2.5522 -1.7082 3.0055
H -0.9819 -1.6767 1.5984

Löwdin population analysis, charges in e, atoms 1 to 5: -0.0981, -0.0812, -0.1110, -0.0423, -0.0752

***

# 12
C8H8N2O4S | wB97M-V/def2-TZVPD

As for the energy above the lowest of the compared OMol25 structures with the same formula, charge and spin: 161.8 kcal/mol. As for the highest occupied orbital energy (spin up / spin down): -0.3344 / -0.3344 Ha. The calculation puts the LUMO energy (spin up / spin down) at -1.007 / -1.007 eV. As for the net charge: 0.

Atoms and positions in Å:
C -1.6215 3.2211 -0.2541
C -0.2558 3.3523 -0.1824
C -2.1937 1.9970 -0.5724
C 0.5599 2.1811 -0.3869
C -1.3869 0.8561 -0.6965
C -0.0436 0.9755 -0.6476
C 0.9645 -1.3406 1.5686
C 1.0363 -1.5151 0.1184
N -0.4569 -2.8224 -0.4332
N 1.8995 -2.6272 -0.2772
O -0.5649 -3.6569 0.4065
O 2.2006 -3.4214 0.6034
O -0.8797 -2.6712 -1.5169
O 2.2050 -2.7067 -1.4466
S 1.0825 -0.3706 -1.1486
H -2.2137 4.1655 -0.0842
H 0.2044 4.3193 0.0293
H -3.2093 1.6915 -0.2702
H 1.6510 2.3280 -0.1733
H -1.9795 -0.0465 -0.9457
H 0.7377 -0.3625 2.0863
H 0.2888 -1.9998 2.1636
H 1.9754 -1.5467 2.0596

Löwdin population analysis, charges in e, atoms 1 to 5: -0.1030, -0.0724, -0.0759, -0.0935, -0.1074